{"formula": "C36H58BrN2O14P", "method": "ωB97M-V/def2-TZVPD", "species": ["O", "H", "H", "C", "H", "H", "C", "H", "H", "H", "C", "C", "O", "H", "H", "C", "O", "C", "H", "H", "C", "Br", "C", "C", "H", "H", "C", "O", "H", "H", "C", "H", "H", "H", "C", "C", "H", "H", "H", "C", "H", "H", "H", "H", "O", "O", "C", "H", "H", "H", "H", "C", "C", "H", "O", "H", "C", "C", "C", "N", "C", "H", "C", "O", "N", "H", "O", "O", "C", "C", "C", "C", "H", "H", "C", "H", "H", "O", "C", "H", "H", "H", "P", "H", "H", "C", "H", "H", "C", "H", "C", "H", "O", "C", "H", "H", "H", "H", "H", "H", "C", "C", "O", "H", "C", "H", "H", "C", "H", "O", "H", "H"], "coordinates": [[-1.605, -3.270, 0.219], [4.604, -4.597, -3.025], [0.204, 0.348, 0.040], [4.922, 2.786, 2.025], [2.703, -4.549, -2.874], [5.242, 1.825, 1.611], [1.957, 1.917, -0.674], [-0.601, -1.159, -2.333], [3.338, -1.523, -3.948], [5.971, 3.823, 0.414], [0.037, -1.192, 6.556], [6.358, 3.442, 3.669], [-5.888, 0.472, 2.051], [7.718, 3.325, 2.037], [0.102, -1.260, 3.517], [1.664, 0.641, -1.675], [-0.952, 0.272, 4.907], [-5.133, 2.551, 1.252], [-4.821, -0.686, 0.701], [2.391, 3.451, -8.581], [0.596, 1.230, -2.709], [2.943, -3.290, -0.405], [-7.079, -3.474, 0.935], [-0.443, -2.077, 2.929], [0.891, 2.320, -0.436], [-4.380, 2.992, 1.909], [2.832, 2.522, -5.355], [-1.789, -0.788, 1.195], [-3.829, -3.362, -2.331], [-3.526, 1.625, 0.081], [3.041, 1.012, -4.849], [0.990, -0.698, 6.761], [4.136, 1.880, -3.098], [0.780, 5.680, -2.105], [-2.999, -2.550, -2.334], [2.295, 4.026, -1.795], [-1.328, -2.478, 7.596], [4.733, 0.241, -3.636], [0.050, -1.999, 8.595], [2.876, -1.503, -2.878], [0.171, -2.011, 5.850], [0.137, -2.384, 1.979], [3.850, 2.906, 1.852], [-4.478, -5.143, -0.213], [-7.027, 2.312, 2.730], [2.878, 2.890, -1.172], [-6.141, 1.809, 2.086], [-5.615, 3.319, 0.646], [-0.535, -3.020, 3.582], [1.129, 5.346, -0.268], [3.593, -3.636, -4.223], [6.919, 3.985, 2.384], [-1.431, -0.434, 8.237], [-6.848, -2.547, 1.467], [-7.507, -5.010, 2.747], [2.388, 4.588, -7.123], [-3.178, -1.761, -3.755], [3.761, 0.850, -3.422], [-4.704, 0.232, 1.282], [-0.249, 1.596, -3.487], [-4.990, -4.464, 0.471], [-0.836, 0.263, 8.836], [-6.118, -3.724, -0.207], [-1.794, 0.212, 7.012], [4.756, -0.170, -0.077], [1.819, -1.915, -3.026], [2.890, 4.458, -2.843], [5.186, 2.789, 3.432], [-0.938, -0.176, 6.028], [0.838, -0.337, -0.661], [3.722, -2.644, -2.109], [2.985, -0.007, -2.304], [-5.167, 1.323, -0.506], [-8.115, -3.476, 0.596], [4.042, -0.041, -1.054], [0.385, -2.399, -1.398], [1.932, 2.967, -4.768], [6.874, 3.529, 4.754], [1.032, 4.877, -1.307], [3.689, 0.489, -5.662], [-6.593, -4.373, -0.951], [-3.765, -0.772, -3.607], [-1.683, -1.788, -0.192], [-2.332, -0.698, 8.794], [-5.792, -2.813, -0.714], [5.716, 3.944, 1.468], [-2.177, -1.493, -4.243], [3.956, 3.590, -7.612], [2.807, 3.580, -7.506], [2.351, 1.557, 0.360], [-0.166, -1.378, -1.301], [7.289, 5.002, 2.516], [-3.099, -1.650, -1.193], [-6.803, -4.642, 1.841], [3.766, 3.185, -5.271], [0.121, 4.160, -1.302], [4.863, -2.426, -2.067], [-3.779, -2.399, -4.513], [-2.002, -3.126, -2.390], [-2.689, -2.403, 2.391], [-4.556, 1.445, 0.395], [-0.644, -1.655, 7.826], [-5.609, -5.214, 1.522], [2.011, 0.477, -4.920], [-1.912, -1.561, 2.429], [1.645, -0.777, 0.052], [5.143, 4.871, 1.573], [3.647, -3.946, -3.118], [-2.261, -0.825, 3.259], [2.355, 2.431, -6.748], [-4.254, -3.785, 0.913], [-3.860, 0.113, 1.965]], "smiles": "CCOP(=O)(CC[C@@](C#N)(COC(C)=O)[C@](C#N)(CCCOC)C[C@H](C)Br)OCC.O=C1CCCO1.O=C1CCCO1.O=C1CCCO1.O=C1CCCO1", "energy_ev": -149244.60876, "homo_lumo_gap_ev": 9.9}

=====

{"formula": "C36H58FN11OP", "method": "ωB97M-V/def2-TZVPD", "species": ["C", "H", "H", "C", "C", "H", "H", "H", "H", "N", "H", "H", "C", "C", "H", "N", "H", "C", "C", "H", "C", "C", "H", "C", "H", "N", "H", "H", "H", "C", "C", "C", "C", "C", "H", "C", "H", "H", "H", "H", "F", "C", "H", "H", "H", "C", "C", "C", "H", "N", "H", "H", "H", "H", "C", "H", "C", "H", "H", "H", "C", "H", "C", "H", "H", "H", "H", "H", "H", "N", "H", "C", "H", "C", "H", "N", "C", "H", "H", "H", "H", "H", "H", "C", "H", "N", "N", "P", "H", "H", "H", "C", "N", "C", "H", "O", "N", "C", "C", "C", "C", "C", "N", "H", "H", "H", "C", "H"], "coordinates": [[0.217, 0.840, -0.767], [-0.073, 4.547, 1.769], [-7.540, -3.434, 4.202], [-2.574, 5.393, -1.044], [2.213, -0.219, 3.483], [0.794, -4.745, -2.661], [4.773, 0.281, 0.643], [-1.942, -1.247, 0.578], [1.366, -5.905, -1.449], [6.267, -1.774, -0.525], [-1.874, -2.280, 2.009], [-7.256, -6.645, 0.345], [0.514, 3.663, 2.103], [4.817, -2.150, -0.619], [4.561, -0.264, -1.584], [-2.367, 6.080, -4.345], [-7.641, -2.921, 5.898], [-1.765, 0.901, -2.294], [3.494, -0.218, 3.902], [0.053, 3.086, 0.101], [0.838, 2.846, 0.841], [0.362, -6.765, -3.089], [-2.857, 0.987, -2.417], [0.944, 0.758, -1.978], [-2.837, 3.196, -5.538], [0.708, 5.622, -1.119], [2.991, 5.907, 1.040], [4.031, 0.739, 4.007], [3.626, -0.893, 1.220], [2.930, 6.362, 0.051], [0.406, 0.746, -3.280], [-7.205, -2.694, 4.927], [-3.648, -1.076, 1.977], [-0.992, 0.839, -3.471], [4.704, -2.850, -1.467], [-6.193, -6.626, 0.108], [-1.241, 1.663, 1.617], [1.661, -1.150, 3.655], [-1.183, 3.197, -4.896], [2.032, 0.666, -1.967], [1.661, 4.245, 2.723], [-5.740, -2.717, 5.020], [4.066, -1.144, 4.086], [6.396, -4.892, 5.688], [4.547, -2.636, 0.336], [-5.574, -5.423, 0.683], [-2.167, 5.062, -4.841], [3.948, -0.889, -0.902], [1.060, 0.671, -4.160], [-2.506, 3.535, 0.796], [3.014, -1.142, -1.426], [-1.467, 0.864, -4.459], [4.632, -5.015, 5.554], [3.785, 6.043, -0.543], [-1.911, 3.764, -5.478], [0.800, 1.339, 3.580], [0.725, 3.185, -8.928], [-2.573, 6.378, -0.579], [-7.538, -1.707, 4.608], [2.935, 1.655, -0.496], [3.748, -0.121, 0.448], [-5.721, -7.517, 0.519], [5.472, -4.324, 5.596], [-6.070, -6.625, -0.974], [-1.523, 3.913, -6.485], [5.360, -3.681, 6.467], [-1.947, 0.998, -0.222], [-5.329, -2.199, 0.997], [0.746, 4.162, -8.448], [0.752, 1.307, -7.104], [-1.920, 0.185, 3.195], [-1.194, 0.908, -1.004], [-3.843, -0.836, 3.033], [2.785, 1.090, 0.451], [-0.554, -0.867, 3.116], [-4.594, -2.736, 5.084], [-4.380, -2.409, 1.518], [-0.182, 3.100, -9.525], [6.484, -1.659, 0.464], [-4.026, -0.284, 1.295], [1.751, 3.311, 0.420], [1.591, 3.090, -9.581], [2.951, 7.446, 0.153], [5.507, -3.509, 4.377], [-0.147, 3.171, 2.835], [-0.651, 0.860, 1.754], [-5.086, -4.480, 1.134], [0.975, 0.921, 1.037], [-0.359, -5.512, -1.557], [-4.467, -3.114, 2.330], [3.275, 1.826, 1.127], [1.686, 5.948, -0.605], [0.695, -2.331, -0.719], [1.626, 1.065, 2.890], [6.782, -2.609, -0.798], [1.121, -0.883, 1.187], [5.535, -2.867, 3.425], [-2.138, -1.252, 1.662], [-1.192, -0.253, 2.461], [-2.536, 4.354, -0.009], [0.552, -5.665, -2.131], [0.752, 2.128, -7.908], [0.214, -7.625, -3.837], [-3.716, -2.871, 0.770], [-3.475, 5.284, -1.646], [2.374, 1.857, 3.057], [0.811, -1.636, 0.206], [-1.701, 5.303, -1.687]], "energy_ev": -68711.46914, "total_charge": -1, "homo_lumo_gap_ev": 6.0}

=====

{"formula": "C36H60CrF12NO24", "method": "ωB97M-V/def2-TZVPD", "species": ["H", "H", "H", "H", "C", "F", "O", "O", "C", "H", "C", "H", "O", "C", "H", "C", "C", "H", "H", "H", "H", "H", "C", "C", "C", "O", "F", "O", "H", "F", "O", "C", "O", "C", "F", "H", "C", "C", "F", "H", "C", "O", "C", "F", "C", "O", "H", "H", "H", "H", "H", "Cr", "C", "H", "H", "H", "H", "C", "H", "O", "H", "O", "C", "H", "H", "F", "O", "C", "H", "O", "H", "O", "C", "O", "C", "C", "H", "H", "C", "F", "H", "H", "H", "O", "C", "C", "H", "C", "H", "H", "H", "H", "H", "C", "H", "O", "H", "H", "O", "O", "C", "O", "N", "C", "C", "C", "H", "C", "H", "H", "O", "H", "H", "C", "H", "H", "F", "F", "O", "H", "H", "O", "F", "O", "H", "C", "H", "C", "H", "H", "H", "F", "H", "H"], "coordinates": [[14.296, 0.609, 4.753], [15.947, -3.901, 5.597], [17.143, -0.319, 0.911], [15.714, 3.376, 1.859], [12.323, -6.535, 3.513], [11.600, 0.133, 0.950], [19.016, 2.782, -0.521], [19.804, -6.560, 4.694], [24.499, 0.772, 6.344], [18.094, -0.143, -0.521], [16.918, -4.107, 7.527], [15.081, -0.966, -0.259], [18.319, 1.324, 4.491], [22.024, -7.478, 5.062], [18.074, -3.918, 3.728], [15.273, -3.334, 1.746], [16.485, 4.832, 4.002], [12.351, 0.068, 6.228], [17.833, -5.879, 4.980], [20.429, 0.061, 5.824], [17.169, 5.938, 1.621], [15.216, 3.659, 6.775], [17.179, -0.018, 6.288], [22.993, 0.588, 6.444], [19.962, 4.589, 6.705], [12.788, -5.636, 2.551], [15.064, -3.544, -4.456], [19.480, 4.153, 5.672], [20.840, 1.712, -0.478], [24.757, 0.791, 5.075], [16.221, -3.336, -1.862], [20.447, 2.724, -0.382], [18.681, 2.633, 1.716], [23.658, 2.713, 2.318], [15.343, -1.310, -4.701], [18.261, 2.749, 7.862], [13.930, -0.416, 4.819], [15.874, -2.467, -4.129], [22.425, -7.643, 6.324], [21.661, -2.017, 7.492], [15.909, -0.555, -0.836], [14.672, -5.208, 3.776], [18.898, -4.618, 3.593], [21.354, -8.612, 4.784], [15.764, -4.132, 6.646], [16.006, 5.885, 3.418], [24.746, 2.748, 2.248], [23.070, 3.320, 1.630], [16.430, -0.781, 6.502], [20.874, 3.216, 0.492], [19.950, -1.739, 7.101], [19.458, 3.038, 3.658], [21.132, -6.276, 5.010], [15.360, -5.144, 6.639], [20.056, 7.890, 6.336], [17.628, -1.659, -0.067], [19.865, -1.014, 2.543], [19.328, 2.590, 8.013], [18.692, -5.140, 2.659], [22.330, 1.287, 7.199], [15.598, 2.528, 5.489], [13.956, -3.929, 1.980], [18.855, -5.514, 4.882], [16.428, 0.504, 4.374], [12.679, -7.564, 3.455], [25.067, -0.285, 6.959], [21.679, -0.151, 1.746], [20.137, 6.881, 5.931], [15.149, -2.355, 1.284], [21.107, 1.763, 2.998], [16.203, 1.755, 2.150], [17.509, 4.248, 3.708], [13.296, -0.544, 2.539], [21.587, -5.211, 5.422], [12.152, -0.904, 1.583], [17.215, -0.652, -0.125], [19.705, 0.176, 1.225], [20.878, 3.226, -1.248], [17.422, 0.252, 4.744], [23.087, -7.393, 4.275], [18.048, -0.251, 6.903], [12.527, -6.318, 4.562], [16.805, 0.931, 6.673], [16.872, 2.604, 0.269], [16.053, -2.371, -2.581], [20.948, -1.865, 6.682], [14.983, 2.010, 0.963], [20.321, -0.625, 1.632], [18.569, -1.605, 4.343], [20.338, -1.430, 0.897], [19.821, -4.040, 3.559], [16.923, 3.446, 6.263], [20.948, -2.832, 6.179], [15.911, 2.433, 1.349], [12.977, -1.533, 6.298], [22.464, -0.376, 5.646], [19.377, 2.033, 8.949], [21.036, -1.202, 4.628], [23.228, 1.387, 2.141], [15.660, 4.552, 4.979], [17.683, -1.040, 4.053], [15.866, -1.090, -2.156], [17.829, -4.136, 8.286], [21.930, 1.076, 2.345], [16.748, 6.563, 2.409], [13.862, -4.921, 2.892], [23.452, 3.104, 3.314], [15.885, 3.481, 5.932], [16.853, -1.681, 4.349], [17.465, 7.285, 2.798], [12.982, -0.754, 3.806], [11.235, -6.486, 3.453], [15.573, 0.464, -1.029], [21.123, -0.754, 5.618], [15.729, -3.049, 2.694], [19.569, 1.904, 7.200], [24.896, 1.960, 6.864], [12.561, -1.751, 0.642], [20.064, 3.846, 7.834], [17.628, -0.853, 2.980], [20.984, 7.069, 5.272], [20.462, 5.852, 6.912], [11.099, -1.467, 2.182], [14.338, -0.116, 2.051], [14.772, -1.106, 4.768], [13.282, -0.495, 6.164], [13.962, -0.205, 6.965], [18.219, 2.750, 0.575], [15.001, -3.426, 6.975], [19.263, 6.638, 5.327], [18.978, -4.858, 5.744], [17.079, -2.754, -4.663], [16.068, 7.270, 1.934], [15.950, -3.993, 1.202]], "spin_multiplicity": 5, "energy_ev": -149957.83236, "total_charge": 1, "homo_lumo_gap_ev": [7.5, 7.6]}